137
Properties=species:S:1:pos:R:3:forces:R:3:lowdin_charge:R:1 method="wB97M-V/def2-TZVPD" orbital_gap_ev=6.5 multiplicity=1 energy_ev=-156726.175 charge=+1
Bi -0.1426 -0.1412 0.1317 0.72 0.16 0.34 1.3670
C -3.6661 3.7644 -0.4361 -0.32 0.31 0.60 -0.0516
O -3.1607 3.1889 -1.6402 0.06 -0.09 -0.77 0.0445
C -2.3258 2.2095 -1.2772 -0.26 0.09 0.84 -0.3483
N -2.2346 1.9345 -0.0396 0.32 -0.20 -0.58 0.0332
C -3.0394 2.9012 0.6909 -0.14 0.30 0.10 -0.2564
C -2.1863 3.6804 1.6662 0.03 0.03 -0.17 -0.1849
C -0.8870 3.2807 1.9431 -0.02 0.11 -0.09 -0.0528
C -0.1071 3.9973 2.8334 0.06 -0.03 -0.05 -0.0832
C -0.6199 5.1179 3.4598 0.10 0.00 0.00 -0.0787
C -1.9181 5.5164 3.1917 -0.03 0.10 -0.02 -0.0691
C -2.7009 4.8043 2.3007 0.19 -0.09 -0.04 -0.0376
C -1.4530 1.6851 -2.3365 0.21 0.01 -0.77 -0.2169
C -1.8269 1.6264 -3.6745 0.17 -0.03 0.13 0.0418
C -0.8422 1.3530 -4.6160 -0.03 -0.05 0.19 0.0026
C 0.4802 1.2570 -4.2081 0.06 0.03 0.36 0.0440
C 0.7564 1.3312 -2.8424 -0.55 0.06 -0.81 -0.2225
N -0.2041 1.4703 -1.9337 0.05 0.44 -0.21 0.0439
C 2.1264 1.4125 -2.3310 0.69 0.15 0.62 -0.3524
N 2.4397 1.3650 -1.1036 -0.81 -0.08 -0.13 0.1324
C 3.8621 1.6085 -0.9960 0.46 -0.14 -0.19 -0.2493
C 4.2809 1.9321 -2.4620 0.52 0.23 0.48 -0.0564
O 3.1038 1.6701 -3.2258 -0.52 -0.25 -0.48 0.0180
C 4.1941 2.7082 -0.0182 -0.03 -0.11 0.03 -0.1928
C 3.1854 3.4534 0.5763 -0.02 -0.12 -0.10 -0.0318
C 3.4981 4.4734 1.4576 -0.02 0.09 0.07 -0.0761
C 4.8195 4.7497 1.7591 0.05 0.01 0.14 -0.0831
C 5.8286 3.9909 1.1904 0.08 0.04 -0.08 -0.0832
C 5.5206 2.9762 0.3029 -0.14 0.08 -0.12 -0.0457
H -3.3314 4.8039 -0.3933 -0.07 -0.11 -0.01 0.1336
H -4.7561 3.7274 -0.4584 0.09 -0.03 -0.03 0.1356
H -3.8159 2.3762 1.2590 -0.02 0.05 -0.11 0.1046
H -0.4869 2.4113 1.4417 0.09 0.01 0.00 0.0464
H 0.9068 3.6792 3.0249 0.15 -0.02 0.08 0.0925
H -0.0067 5.6804 4.1465 0.03 0.08 0.10 0.1069
H -2.3189 6.3903 3.6787 -0.09 0.13 0.07 0.1100
H -3.7135 5.1230 2.1011 -0.15 0.05 -0.01 0.1246
H -2.8514 1.8010 -3.9620 -0.08 0.03 -0.02 0.1302
H -1.1011 1.2537 -5.6597 0.00 0.05 -0.06 0.1227
H 1.2942 1.1404 -4.9086 -0.03 0.00 -0.04 0.1289
H 4.3340 0.6778 -0.6503 0.02 0.22 -0.09 0.1115
H 4.5399 2.9923 -2.5711 -0.02 -0.22 -0.07 0.1376
H 5.0921 1.3057 -2.8372 -0.10 0.06 0.03 0.1299
H 2.1556 3.2316 0.3366 -0.11 0.02 -0.03 0.0997
H 2.7076 5.0600 1.8995 -0.10 0.09 0.06 0.0950
H 5.0671 5.5461 2.4430 0.01 0.11 0.08 0.1050
H 6.8593 4.1885 1.4413 0.12 0.04 0.01 0.1091
H 6.3175 2.3948 -0.1385 0.09 -0.15 -0.05 0.1253
S -2.1008 -5.1378 -5.0386 -0.04 -0.07 -0.08 0.5776
C -1.6792 -4.0175 -3.9419 0.06 0.15 0.10 -1.4898
S -2.8367 -3.1324 -2.9650 0.46 -0.15 -0.15 0.8985
C -1.6576 -2.1951 -2.0730 0.31 -0.06 -0.02 -1.1036
C -0.3609 -2.3830 -2.3759 -0.33 0.05 -0.08 -1.0971
S 1.0034 -1.6206 -1.5979 0.11 -0.57 -0.49 0.5779
S -0.0148 -3.5608 -3.6241 -0.48 0.02 0.02 0.8915
S -2.2425 -1.1471 -0.7998 -0.60 -0.57 -0.42 0.4597
N 0.3081 -2.1765 1.4090 0.06 -0.01 0.03 -0.1102
C 0.4065 -2.1030 2.8656 0.20 0.16 0.51 -0.2388
C 1.3345 -0.9584 3.2713 -0.03 -0.51 0.22 -0.2448
N 0.8701 0.2916 2.6918 0.04 0.26 0.09 -0.0636
H -0.3009 -2.9366 1.1191 0.04 0.05 -0.10 0.0964
H 1.2427 -2.3208 1.0171 -0.21 -0.09 -0.07 -0.0041
H 0.7986 -3.0386 3.2822 -0.07 0.04 -0.01 0.1237
H -0.5920 -1.9414 3.2764 0.23 -0.08 0.01 0.0542
H 2.3332 -1.1712 2.8875 -0.06 0.08 0.08 0.0804
H 1.3945 -0.9266 4.3664 0.02 -0.03 -0.08 0.1250
H 1.6308 0.9407 2.5362 0.01 0.10 0.07 0.0606
H 0.1713 0.7484 3.2691 0.17 0.07 -0.05 0.0298
O 2.7925 -1.1113 0.4875 -0.43 0.59 0.01 -0.4488
P 4.1288 -1.7326 0.6575 1.04 -0.92 0.49 0.8017
C 3.9957 -3.2176 1.7094 0.14 0.55 -0.35 -0.2729
C 3.0326 -4.1472 1.3336 0.06 -0.06 -0.07 -0.0911
C 2.7932 -5.2500 2.1319 -0.09 -0.02 -0.08 -0.0668
C 3.5158 -5.4230 3.3027 0.05 -0.02 0.06 -0.0672
C 4.4933 -4.5109 3.6613 0.05 -0.06 0.11 -0.0626
C 4.7368 -3.4049 2.8656 0.01 0.07 -0.02 -0.0638
C 5.2917 -0.6501 1.5483 -0.31 -0.27 -0.41 -0.2782
C 6.6517 -0.9242 1.6265 0.02 0.04 -0.10 -0.0801
C 7.4650 -0.1334 2.4191 0.14 -0.05 -0.02 -0.0624
C 6.9309 0.9305 3.1304 -0.05 0.00 0.00 -0.0621
C 5.5773 1.2089 3.0456 0.05 -0.04 0.14 -0.0699
C 4.7618 0.4191 2.2569 -0.11 -0.12 -0.02 -0.0828
C 4.8404 -2.3376 -0.8995 -0.21 0.30 0.52 -0.2586
C 5.8114 -3.3325 -0.9270 -0.07 0.02 0.05 -0.0772
C 6.2886 -3.7865 -2.1428 0.11 -0.01 0.00 -0.0639
C 5.7968 -3.2499 -3.3229 -0.03 0.01 -0.05 -0.0622
C 4.8069 -2.2800 -3.2950 0.07 0.01 -0.09 -0.0568
C 4.3272 -1.8228 -2.0819 0.03 0.03 0.07 -0.1060
H 2.4990 -4.0027 0.4010 -0.10 -0.09 -0.05 0.1095
H 2.0536 -5.9787 1.8401 -0.10 -0.09 -0.03 0.1104
H 3.3255 -6.2788 3.9301 -0.02 -0.13 0.07 0.1088
H 5.0724 -4.6555 4.5601 0.03 -0.05 0.11 0.1096
H 5.5042 -2.6935 3.1369 -0.02 0.02 0.10 0.1011
H 7.0694 -1.7503 1.0689 0.10 -0.06 -0.03 0.1050
H 8.5190 -0.3539 2.4897 0.12 0.00 -0.02 0.1100
H 7.5736 1.5447 3.7430 0.05 0.04 0.07 0.1114
H 5.1582 2.0377 3.5921 -0.06 0.15 0.04 0.1116
H 3.7086 0.6322 2.1629 -0.12 0.07 0.00 0.0847
H 6.1588 -3.7757 -0.0044 0.08 -0.05 0.07 0.1078
H 7.0387 -4.5629 -2.1716 0.05 -0.05 -0.01 0.1104
H 6.1743 -3.6022 -4.2700 0.03 -0.06 -0.10 0.1097
H 4.4047 -1.8871 -4.2163 -0.04 0.03 -0.10 0.1116
H 3.5170 -1.1125 -2.0318 0.02 0.16 -0.09 0.0350
C -3.0628 3.3438 5.7643 -0.06 -0.01 0.03 -0.0774
C -1.9756 2.4901 5.6926 0.10 0.01 0.12 -0.0731
C -1.9415 1.5070 4.7229 0.11 -0.06 -0.02 -0.1737
C -2.9832 1.3508 3.8202 0.13 -0.37 -0.52 -0.3817
C -4.0747 2.1956 3.9106 -0.22 -0.10 -0.06 -0.1271
C -4.1126 3.1891 4.8761 -0.10 0.02 0.11 -0.0777
Sb -2.7345 -0.1944 2.3121 -1.36 -0.31 1.39 1.4804
C -2.9204 -1.7823 3.8258 0.10 0.43 -0.52 -0.3766
C -3.0349 -1.4911 5.1773 -0.06 0.16 0.01 -0.1225
C -2.9259 -2.4908 6.1302 0.01 -0.09 0.12 -0.0717
C -2.7270 -3.8040 5.7435 0.02 0.00 0.03 -0.0797
C -2.6684 -4.1141 4.3948 0.01 -0.13 -0.11 -0.0825
C -2.7515 -3.1093 3.4440 -0.10 -0.02 -0.16 -0.1558
C -4.8010 -0.2921 1.6304 0.74 0.09 0.15 -0.3628
C -5.1283 0.1253 0.3487 0.03 0.08 -0.06 -0.1770
C -6.4372 0.0591 -0.0968 -0.05 0.06 -0.11 -0.0765
C -7.4278 -0.4440 0.7282 0.00 0.00 0.00 -0.0769
C -7.1020 -0.8758 2.0029 -0.09 -0.03 0.10 -0.0744
C -5.7956 -0.7945 2.4573 0.11 -0.01 0.16 -0.1168
H -3.0933 4.1182 6.5156 -0.02 0.08 0.06 0.1085
H -1.1593 2.5860 6.3935 0.08 0.03 0.06 0.1097
H -1.1040 0.8183 4.6962 0.09 0.00 0.11 0.0848
H -4.9098 2.0763 3.2316 -0.09 0.00 -0.03 0.1004
H -4.9680 3.8447 4.9378 -0.11 0.07 0.00 0.1099
H -3.2108 -0.4756 5.4977 0.03 0.03 0.09 0.0852
H -2.9850 -2.2376 7.1781 -0.05 0.02 0.11 0.1069
H -2.6167 -4.5806 6.4859 -0.05 -0.06 0.05 0.1057
H -2.5446 -5.1423 4.0877 0.02 -0.08 -0.07 0.1054
H -2.6844 -3.3611 2.3907 0.01 -0.07 -0.05 0.0997
H -4.3559 0.4809 -0.3178 -0.01 0.08 -0.06 0.0388
H -6.6797 0.3932 -1.0941 -0.04 0.02 -0.13 0.1055
H -8.4465 -0.5050 0.3758 -0.08 -0.02 -0.01 0.1068
H -7.8668 -1.2832 2.6461 -0.09 -0.03 0.08 0.1069
H -5.5446 -1.1289 3.4559 -0.06 -0.05 0.04 0.0968